DFT (ωB97M-V with the def2-TZVPD basis set) results for a single C3H7NO molecule.

```
12
Properties=species:S:1:pos:R:3
O -0.718 -1.748 0.817
C -1.137 -0.711 -0.033
C 0.044 0.096 -0.580
C 0.564 1.278 0.146
N 1.254 -0.005 0.232
H 0.151 -1.467 1.151
H -1.828 -0.030 0.490
H -1.692 -1.157 -0.867
H 0.172 0.095 -1.662
H 0.074 1.588 1.068
H 1.023 2.084 -0.422
H 2.093 -0.023 -0.339
```

Summary:
- energy relative to the best compared isomer or geometry (same formula, charge and spin) (eV) = 2.0725
- lowest unoccupied orbital energy (eV) = 1.04
- multiplicity = 1
- gap between HOMO and LUMO (hartree) = 0.4044
- HOMO level (eV) = -9.96
- electronic energy (Ha) = -248.45033
- structure (SMILES) = OC[C@H]1CN1

=====

DFT (ωB97M-V with the def2-TZVPD basis set) results for 2 unconnected molecules or ions with the total composition C6H10.

```
16
Properties=species:S:1:pos:R:3
C -0.625 -1.578 -1.062
C 0.212 -0.309 -0.878
C -0.614 0.951 -0.505
C -0.041 1.383 0.804
C 1.041 0.597 1.166
C 1.262 -0.352 0.215
H -1.137 -1.843 -0.131
H 0.009 -2.423 -1.352
H -1.380 -1.440 -1.844
H 0.750 -0.118 -1.819
H -0.618 1.720 -1.289
H -1.670 0.707 -0.315
H 0.089 0.850 3.005
H -0.447 2.159 1.448
H 0.994 0.687 2.433
H 2.133 -1.000 0.149
```

Summary:
- energy relative to the best compared isomer or geometry (same formula, charge and spin) (eV) = 5.2729
- lowest unoccupied orbital energy (spin up / spin down) (eV) = 0.00 / -0.53
- multiplicity = 1
- gap between HOMO and LUMO (spin up / spin down) (hartree) = 0.3106 / 0.2470
- HOMO level (spin up / spin down) (eV) = -8.45 / -7.25
- electronic energy (Ha) = -234.40873

=====

DFT (ωB97M-V with the def2-TZVPD basis set) results for a single C9H16N2O2S molecule.

```
30
Properties=species:S:1:pos:R:3
C -3.308 -1.010 2.428
C -2.534 -1.225 1.102
C -1.668 0.134 0.998
N -0.895 -0.079 -0.214
C 0.419 0.412 -0.426
C 0.984 1.026 0.774
N 1.250 1.702 1.663
C 0.419 1.693 -1.370
C 1.806 2.072 -1.780
S 2.736 0.420 -1.752
O 2.966 0.102 -3.128
O 3.883 0.443 -0.882
C 1.387 -0.629 -1.053
C 1.880 -1.729 -0.098
H -3.546 -1.903 3.089
H -2.652 -0.279 3.030
H -4.250 -0.506 2.306
H -3.175 -1.141 0.175
H -1.781 -1.980 1.310
H -2.409 1.004 0.850
H -1.167 0.301 1.924
H -1.027 -0.965 -0.544
H -0.147 2.584 -0.757
H -0.180 1.369 -2.154
H 1.826 2.624 -2.802
H 2.390 2.761 -1.177
H 0.797 -1.091 -1.881
H 2.697 -1.357 0.541
H 2.252 -2.564 -0.730
H 1.048 -2.189 0.558
```

Summary:
- energy relative to the best compared isomer or geometry (same formula, charge and spin) (eV) = 1.1580
- lowest unoccupied orbital energy (eV) = 0.62
- multiplicity = 1
- gap between HOMO and LUMO (hartree) = 0.3737
- HOMO level (eV) = -9.55
- electronic energy (Ha) = -1010.61296
- structure (SMILES) = CCCN[C@]1(C#N)CCS(=O)(=O)[C@H]1C

=====

DFT (ωB97M-V with the def2-TZVPD basis set) results for 2 unconnected molecules or ions with the total composition C5H8N2.

```
15
Properties=species:S:1:pos:R:3
C -2.396 -0.103 -0.475
C -0.932 0.020 -0.146
C -0.278 0.652 1.066
C -0.096 -0.637 0.952
H -2.881 -0.263 0.492
H -2.413 -0.947 -1.276
H -2.675 0.773 -0.828
H -0.506 0.029 -1.163
H 0.060 1.520 1.553
H 0.306 -1.488 1.428
N 2.933 1.131 -0.426
C 2.335 0.091 -0.296
N 2.197 -1.111 -0.097
H 2.651 1.982 -0.080
H 1.694 -1.647 -0.704
```

Summary:
- energy relative to the best compared isomer or geometry (same formula, charge and spin) (eV) = 4.7856
- lowest unoccupied orbital energy (eV) = 0.92
- multiplicity = 1
- gap between HOMO and LUMO (hartree) = 0.3680
- HOMO level (eV) = -9.09
- electronic energy (Ha) = -304.65963
- structure (SMILES) = CC1C=C1.N=C=N

=====

DFT (ωB97M-V with the def2-TZVPD basis set) results for 2 unconnected molecules or ions with the total composition C4H7NO.

```
13
Properties=species:S:1:pos:R:3
C 0.700 1.268 1.300
C -0.412 0.387 1.558
C -0.189 -0.712 0.773
N 0.890 -0.407 -0.092
C 1.500 0.720 0.365
H 0.977 2.247 1.722
H -1.075 0.408 2.394
H -0.878 -1.496 0.470
H 0.778 -0.761 -1.020
H 2.449 1.051 -0.014
O -1.696 -0.905 -2.731
H -1.926 0.001 -2.247
H -2.575 -1.343 -2.790
```

Summary:
- energy relative to the best compared isomer or geometry (same formula, charge and spin) (eV) = 1.6114
- lowest unoccupied orbital energy (eV) = 0.71
- multiplicity = 1
- gap between HOMO and LUMO (hartree) = 0.3366
- HOMO level (eV) = -8.45
- electronic energy (Ha) = -286.57243
- structure (SMILES) = c1cc[nH]c1.O

=====

DFT (ωB97M-V with the def2-TZVPD basis set) results for a single C3H4N2O molecule.

```
10
Properties=species:S:1:pos:R:3
N -2.066 -0.014 -0.083
C -0.674 0.075 -0.043
C 0.194 1.106 -0.035
O 1.456 0.592 0.029
C 1.295 -0.724 0.032
N 0.059 -1.127 -0.028
H -2.521 0.632 0.579
H -2.325 -0.972 0.233
H 0.121 2.169 -0.029
H 2.233 -1.310 0.041
```

Summary:
- energy relative to the best compared isomer or geometry (same formula, charge and spin) (eV) = 0.9433
- lowest unoccupied orbital energy (eV) = 1.03
- multiplicity = 1
- gap between HOMO and LUMO (hartree) = 0.3530
- HOMO level (eV) = -8.58
- electronic energy (Ha) = -301.45257
- structure (SMILES) = Nc1cocn1

=====

DFT (ωB97M-V with the def2-TZVPD basis set) results for a molecular structure, C25H14Cl2F5N6OTl.

```
54
Properties=species:S:1:pos:R:3
Tl -1.738 0.476 -1.656
C -0.533 -4.274 -1.448
C -0.941 -3.071 -2.005
N -0.322 -1.931 -1.713
C 0.710 -1.974 -0.872
C 1.071 -3.183 -0.273
N 0.453 -4.319 -0.558
C 1.438 -0.705 -0.590
C 2.782 -0.743 -0.262
C 3.465 0.448 -0.034
C 2.747 1.631 -0.155
C 1.396 1.591 -0.474
N 0.750 0.439 -0.689
C 0.619 2.851 -0.636
C 1.064 4.077 -0.142
N 0.413 5.208 -0.375
C -0.702 5.138 -1.090
C -1.195 3.917 -1.528
N -0.536 2.788 -1.300
C 4.906 0.456 0.305
C 5.397 1.309 1.285
C 6.754 1.274 1.575
N 7.609 0.469 0.954
C 7.136 -0.341 0.014
C 5.796 -0.390 -0.344
H -1.001 -5.212 -1.721
H -1.768 -3.022 -2.705
H 1.855 -3.235 0.473
H 3.307 -1.686 -0.200
H 3.264 2.573 -0.047
H 1.949 4.160 0.474
H -1.212 6.067 -1.313
H -2.132 3.847 -2.072
H 4.740 1.971 1.835
H 7.169 1.918 2.340
H 7.859 -0.979 -0.479
H 5.467 -1.055 -1.132
Cl -4.775 2.609 -1.906
C -4.892 2.835 -0.162
Cl -3.659 1.895 0.724
H -5.867 2.491 0.159
H -4.736 3.880 0.078
F -5.274 -3.393 3.826
C -4.912 -2.961 2.681
C -3.599 -2.389 2.571
F -2.854 -2.332 3.647
C -3.187 -1.946 1.367
F -2.011 -1.419 1.192
C -4.068 -2.052 0.160
O -3.697 -1.738 -0.932
C -5.447 -2.615 0.381
F -6.227 -2.674 -0.642
C -5.829 -3.073 1.599
F -7.004 -3.605 1.818
```

Summary:
- energy relative to the best compared isomer or geometry (same formula, charge and spin) (eV) = 0.0000
- charge = +2
- lowest unoccupied orbital energy (eV) = -10.65
- multiplicity = 1
- gap between HOMO and LUMO (hartree) = 0.1084
- HOMO level (eV) = -13.60
- electronic energy (Ha) = -2956.40267

=====

DFT (ωB97M-V with the def2-TZVPD basis set) results for a gas-phase ion, C3H7N2OS (charge +1).

```
14
Properties=species:S:1:pos:R:3
C 2.563 -0.167 0.606
C 1.442 0.388 0.122
C 0.683 -0.371 -0.860
S -0.640 -1.279 -0.171
N -1.675 -0.024 0.019
N -2.837 -0.021 0.619
O -1.378 1.587 -0.415
H 3.267 0.182 1.359
H 2.803 -1.107 0.212
H 1.030 1.348 0.431
H 1.265 -1.013 -1.507
H 0.256 0.463 -1.453
H -3.237 0.881 0.316
H -3.542 -0.868 0.721
```

Summary:
- energy relative to the best compared isomer or geometry (same formula, charge and spin) (eV) = 8.2290
- charge = +1
- lowest unoccupied orbital energy (spin up / spin down) (eV) = -7.09 / -7.08
- multiplicity = 1
- gap between HOMO and LUMO (spin up / spin down) (hartree) = 0.2553 / 0.2554
- HOMO level (spin up / spin down) (eV) = -14.03 / -14.03
- electronic energy (Ha) = -700.92234
- structure (SMILES) = C=CCS[N+](N)=O